Entry 1:
Formula: C4H15BBeCl3CsF4LiN4O13P3S
Source: the Open Molecules 2025 dataset
Level of theory: ωB97M-V/def2-TZVPD

Geometry as ORCA input:
```
! wB97M-V def2-TZVPD RIJCOSX def2/J DEFGRID3
* xyz 0 1
O 2.995 -2.852 1.227
C 2.050 -2.433 0.482
O 1.628 -3.205 -0.524
C 1.457 -1.134 0.657
N 0.203 -0.807 0.313
C 0.118 0.491 0.617
N -1.048 1.190 0.442
P -1.253 2.763 0.812
O -0.434 3.630 -0.188
O -2.855 3.002 0.737
S -0.713 3.206 2.624
N 1.293 0.975 1.111
N 2.143 -0.084 1.168
P 3.909 -0.065 1.851
O 4.059 1.537 2.022
O 4.965 -0.588 0.793
H -1.818 0.660 0.049
H -0.456 4.538 0.123
H -3.119 2.942 1.664
H 1.519 1.901 1.428
H 4.962 1.683 2.310
H 4.978 -1.622 0.716
Be 3.387 -3.864 -0.040
B 0.200 2.687 -3.197
F -1.028 2.107 -2.689
F -0.006 4.078 -3.196
F 1.198 2.338 -2.298
F 0.436 2.204 -4.452
O 5.227 -6.009 2.453
P 4.222 -6.860 1.699
O 3.852 -6.131 0.316
O 2.906 -6.983 2.563
O 4.768 -8.236 1.402
O -3.361 2.917 -2.834
H -2.350 2.899 -2.863
H -3.641 3.457 -2.077
H -3.679 1.895 -2.580
Li -3.899 4.927 0.525
O 2.054 -5.042 -2.876
H 2.026 -4.706 -3.792
H 1.246 -5.540 -2.643
H 2.225 -4.306 -2.211
O -3.793 0.819 -1.533
H -2.953 0.646 -1.997
Cs 1.345 -5.882 3.173
C -7.992 3.864 2.062
Cl -6.226 3.626 2.172
Cl -8.517 4.041 0.395
H -8.466 2.995 2.497
H -8.247 4.759 2.612
Cl 4.482 -2.426 -1.027
*
```

The gap between HOMO and LUMO comes out at 1.0 eV. The highest occupied orbital energy comes out at -4.31 eV.

***

Entry 2:
Formula: C5H7N
Source: the Open Molecules 2025 dataset
Level of theory: ωB97M-V/def2-TZVPD

Geometry as ORCA input:
```
! wB97M-V def2-TZVPD RIJCOSX def2/J DEFGRID3
* xyz 0 1
C 0.438 2.092 -0.719
C 0.278 1.331 0.349
C -0.498 0.084 -0.021
C -0.597 0.293 -1.492
C 0.168 -1.253 0.396
N -0.149 1.457 -1.805
H 0.987 3.070 -0.815
H 0.538 1.598 1.357
H -1.500 0.116 0.294
H -1.194 -0.290 -2.225
H 1.216 -1.176 0.399
H -0.008 -2.243 -0.077
H -0.014 -1.556 1.524
*
```

The gap between HOMO and LUMO comes out at 10.0 eV. Its SMILES is C[C@H]1C=CN=C1. The highest occupied orbital energy comes out at -9.24 eV. The value obtained for the energy relative to the best compared isomer or geometry (same formula, charge and spin) is 37.4 kcal per mole.

***

Entry 3:
Formula: C23H22ClN3O3Ti
Source: the Open Molecules 2025 dataset
Level of theory: ωB97M-V/def2-TZVPD

Geometry as ORCA input:
```
! wB97M-V def2-TZVPD RIJCOSX def2/J DEFGRID3
* xyz 2 1
Ti 0.001 -0.180 0.883
O 4.119 -0.372 -2.629
C 3.009 -0.366 -3.349
C 3.144 -0.550 -4.730
C 2.043 -0.529 -5.550
C 0.753 -0.324 -5.030
C 0.592 -0.166 -3.684
C 1.705 -0.191 -2.808
C 1.476 -0.090 -1.405
O 0.246 -0.145 -0.902
N 2.490 0.003 -0.546
N 2.036 -0.033 0.718
C 2.778 0.048 1.765
C 2.047 -0.137 3.009
C 2.630 -0.119 4.265
C 1.846 -0.413 5.370
C 0.505 -0.729 5.185
C -0.015 -0.708 3.906
N 0.727 -0.402 2.834
H 3.925 -0.203 -1.690
H 4.140 -0.699 -5.122
H 2.172 -0.669 -6.614
H -0.097 -0.288 -5.696
H -0.389 0.004 -3.259
H 3.853 0.178 1.728
H 3.680 0.120 4.366
H 2.273 -0.406 6.363
H -0.128 -0.985 6.022
H -1.058 -0.940 3.730
C -1.597 -4.120 0.539
C -1.519 -2.674 0.248
C -2.414 -2.094 -0.782
O -0.715 -1.963 0.898
H -2.516 -4.309 1.105
H -0.752 -4.456 1.136
H -1.677 -4.706 -0.377
H -2.211 -2.573 -1.744
H -2.298 -1.018 -0.875
H -3.454 -2.332 -0.544
Cl 0.553 2.360 0.636
C -1.066 2.887 0.200
C -1.278 4.051 -0.505
C -2.588 4.390 -0.816
C -3.634 3.573 -0.412
C -3.385 2.409 0.301
C -2.082 2.041 0.621
C -1.724 0.846 1.449
H -0.451 4.680 -0.807
H -2.779 5.293 -1.379
H -4.655 3.845 -0.643
H -4.210 1.791 0.633
H -2.583 0.173 1.531
H -1.469 1.197 2.459
*
```

The gap between HOMO and LUMO comes out at 5.9 eV. The highest occupied orbital energy comes out at -13.64 eV.